[1]
{
  "formula": "C5H12N3O2",
  "method": "the ωB97M-V functional and the def2-TZVPD basis",
  "fmax_ev_per_a": 3.2,
  "multiplicity": 1,
  "total_charge": 1,
  "gap_ev": 10.56,
  "e_above_lowest_kcal_mol": 87.43,
  "e_homo_ev": -14.0,
  "lumo_energy_ha": -0.1252,
  "symbols": ["C", "C", "C", "C", "C", "N", "N", "N", "O", "O", "H", "H", "H", "H", "H", "H", "H", "H", "H", "H", "H", "H"],
  "coordinates": [[1.18303, -1.18772, 0.14314], [1.11379, 1.11366, -0.61068], [2.65520, -0.91486, 0.47518], [2.59838, 1.31248, -0.35299], [-2.84742, -1.02020, -0.31256], [0.52658, 0.03399, -0.35934], [-2.05432, 0.15134, -0.13490], [-2.37105, 1.23711, 0.37769], [-3.58506, 1.36985, 1.03257], [3.20152, 0.02215, -0.35591], [0.94667, -1.75700, -0.76125], [0.57730, -1.46226, 0.99041], [0.39880, 1.85186, -0.99016], [-3.67730, 2.18708, 1.55250], [2.75222, -0.62484, 1.51024], [3.20137, -1.88730, 0.40823], [2.99294, 1.92044, -1.09441], [2.67663, 1.95217, 0.56502], [-3.62097, -1.14130, 0.39248], [-3.02266, -0.94669, -1.34099], [-2.09362, -1.77296, -0.12854], [-0.56849, -0.14001, -0.50098]]
}

[2]
{
  "formula": "C5H12N4O",
  "method": "the ωB97M-V functional and the def2-TZVPD basis",
  "fmax_ev_per_a": 5.0,
  "multiplicity": 1,
  "gap_ev": 8.65,
  "e_above_lowest_kcal_mol": 111.58,
  "e_homo_ev": -7.9,
  "lumo_energy_ha": 0.0267,
  "smiles": "CN1C=NNN1.C=C(C)O",
  "symbols": ["C", "C", "C", "C", "C", "N", "N", "N", "N", "O", "H", "H", "H", "H", "H", "H", "H", "H", "H", "H", "H", "H"],
  "coordinates": [[-1.42747, 0.39033, -1.23823], [2.11984, 1.07483, -0.83365], [2.44803, -1.11799, 0.39898], [-1.76741, -1.70809, 0.07739], [1.90602, 0.04528, 0.28171], [-1.12398, 1.56636, -0.88414], [-1.47526, 1.73379, 0.46948], [-2.24809, 0.61114, 0.84938], [-2.09943, -0.37950, -0.27939], [1.05816, 0.54685, 1.24416], [-1.04491, 0.01854, -2.16539], [2.28058, 1.90745, -0.24109], [1.17238, 1.24547, -1.42309], [2.90488, 0.68451, -1.38189], [-0.59055, 1.84719, 0.96808], [3.12354, -1.59987, -0.31920], [2.58253, -1.79969, 1.21570], [-1.00070, -1.96775, -0.47832], [-1.49486, -1.69801, 1.15535], [-2.68772, -2.29319, -0.10864], [-3.32126, 0.89811, 0.74677], [0.68569, -0.00576, 1.94601]]
}

[3]
{
  "formula": "C5H12N4O2S",
  "method": "the ωB97M-V functional and the def2-TZVPD basis",
  "fmax_ev_per_a": 3.9,
  "multiplicity": 1,
  "gap_ev": 9.69,
  "e_above_lowest_kcal_mol": 53.09,
  "e_homo_ev": -9.2,
  "lumo_energy_ha": 0.0170,
  "smiles": "CCC/N=C(/N)N(SC)[N+](=O)[O-]",
  "symbols": ["C", "C", "C", "C", "C", "N", "N", "N", "N", "O", "O", "S", "H", "H", "H", "H", "H", "H", "H", "H", "H", "H", "H", "H"],
  "coordinates": [[0.22095, -0.08327, 1.03610], [2.56768, 0.43729, -2.32196], [-3.09646, 0.24965, 1.50895], [1.42993, 1.42231, -1.95315], [0.33521, 0.67649, -1.20559], [0.68648, 0.71201, 0.20080], [0.44851, -0.05093, 2.34132], [-0.85551, -1.00168, 0.62895], [-0.72025, -2.39447, 0.78778], [0.36076, -2.71192, 1.27213], [-1.59456, -3.08088, 0.41510], [-2.39666, -0.50275, 0.01874], [2.74848, -0.09169, -1.42336], [2.40213, -0.23053, -3.06295], [3.35238, 1.06876, -2.47937], [-4.08941, 0.74134, 1.10520], [-2.34605, 0.91619, 1.97446], [-3.40949, -0.54258, 2.19463], [1.01183, 1.97117, -2.80659], [1.81446, 2.01179, -1.09187], [-0.76141, 1.14882, -1.37294], [0.42890, -0.42462, -1.39904], [1.12697, 0.61356, 2.76664], [0.33514, -0.85408, 2.86600]]
}